No. 1
Computed, not measured: C43H62N6O2P2PdS4 as an isolated structure, with ωB97M-V with the def2-TZVPD basis set.

Atoms and positions in Å:
Pd1 -0.111 1.099 0.189
O1 1.141 3.002 0.013
N1 0.528 4.068 -0.381
N2 -0.658 3.867 -0.773
O2 -1.168 2.679 -0.882
C1 -1.487 4.997 -1.119
C2 -2.609 4.765 -1.897
C3 -3.413 5.843 -2.233
C4 -3.091 7.119 -1.795
C5 -1.961 7.325 -1.016
C6 -1.147 6.261 -0.665
H1 -2.837 3.766 -2.236
H2 -4.291 5.684 -2.843
H3 -3.722 7.955 -2.060
H4 -1.712 8.318 -0.671
H5 -0.271 6.409 -0.052
C7 1.834 -1.275 3.141
N3 2.363 0.068 3.302
C8 1.655 1.178 3.095
S1 -0.007 1.070 2.659
N4 2.245 2.349 3.322
C9 1.589 3.646 3.262
H6 2.627 -1.971 3.400
H7 1.524 -1.444 2.106
H8 0.983 -1.435 3.803
H9 3.341 0.154 3.547
H10 3.202 2.334 3.644
H11 1.065 3.747 2.320
H12 2.363 4.406 3.328
H13 0.892 3.767 4.090
C10 -2.680 -4.123 1.818
C11 -2.784 -2.979 2.837
C12 -2.254 -1.659 2.269
C13 -2.609 -1.557 0.784
C14 -1.793 -2.607 0.013
C15 -1.534 -3.871 0.844
P1 -2.314 0.091 0.040
C16 -3.595 1.269 0.640
C17 -3.203 2.015 1.923
C18 -4.412 2.775 2.457
C19 -5.491 1.801 2.949
C20 -5.442 0.468 2.195
C21 -5.023 0.677 0.745
C22 -2.660 -0.036 -1.765
C23 -3.912 -0.861 -2.152
C24 -3.772 -1.487 -3.540
C25 -3.152 -0.493 -4.510
C26 -1.715 -0.144 -4.087
C27 -1.450 -0.443 -2.608
H14 -3.609 -4.205 1.247
H15 -2.556 -5.078 2.328
H16 -2.227 -3.228 3.742
H17 -3.825 -2.855 3.142
H18 -1.167 -1.605 2.361
H19 -2.639 -0.821 2.850
H20 -3.677 -1.780 0.676
H21 -0.842 -2.157 -0.283
H22 -2.316 -2.865 -0.914
H23 -0.601 -3.764 1.409
H24 -1.399 -4.729 0.181
H25 -3.581 2.019 -0.162
H26 -2.370 2.689 1.708
H27 -2.848 1.329 2.694
H28 -4.806 3.410 1.659
H29 -4.114 3.447 3.262
H30 -6.475 2.255 2.827
H31 -5.369 1.618 4.018
H32 -6.416 -0.019 2.234
H33 -4.743 -0.219 2.679
H34 -5.719 1.377 0.274
H35 -5.118 -0.250 0.182
H36 -2.850 1.019 -2.008
H37 -4.781 -0.201 -2.147
H38 -4.123 -1.645 -1.421
H39 -4.751 -1.818 -3.887
H40 -3.149 -2.385 -3.488
H41 -3.768 0.410 -4.525
H42 -3.165 -0.880 -5.528
H43 -1.520 0.915 -4.273
H44 -0.995 -0.696 -4.696
H45 -0.549 0.095 -2.282
H46 -1.239 -1.504 -2.465
S2 3.445 2.961 -0.812
P2 3.635 0.955 -0.518
S3 1.941 -0.145 -0.521
C28 4.697 0.378 -1.858
C29 6.070 0.611 -1.774
C30 6.900 0.243 -2.819
C31 6.364 -0.356 -3.950
C32 4.998 -0.583 -4.039
C33 4.161 -0.214 -2.998
C34 4.572 0.651 1.002
C35 4.793 -0.670 1.390
C36 5.512 -0.944 2.540
C37 6.016 0.099 3.311
C38 5.815 1.414 2.916
C39 5.098 1.691 1.757
H47 6.495 1.076 -0.893
H48 7.963 0.429 -2.755
H49 7.012 -0.639 -4.767
H50 4.582 -1.033 -4.929
H51 3.093 -0.368 -3.072
H52 4.383 -1.479 0.798
H53 5.687 -1.968 2.843
H54 6.580 -0.116 4.208
H55 6.232 2.223 3.499
H56 4.941 2.713 1.442
C40 4.246 -5.369 -0.215
N5 3.177 -5.623 -1.177
C41 3.148 -6.659 -2.043
C42 2.004 -6.534 -2.802
N6 1.385 -5.416 -2.372
C43 2.087 -4.827 -1.358
S4 1.666 -3.438 -0.551
H57 4.665 -6.325 0.084
H58 3.822 -4.858 0.646
H59 5.009 -4.748 -0.683
H60 3.915 -7.410 -2.072
H61 1.617 -7.160 -3.584
H62 0.514 -5.035 -2.716

Properties
- Spin multiplicity: 5
- Total charge: +2
- Total energy: -4557.5253 a.u.
- <S²>: 6.04


No. 2
Computed, not measured: a 11-piece molecular cluster, C5H36N3O10 overall in a non-equilibrium geometry, with ωB97M-V with the def2-TZVPD basis set.

Atoms and positions in Å:
N1 -0.585 -0.072 3.378
C1 -1.759 -0.041 2.465
C2 -1.458 0.705 1.120
N2 -0.011 0.479 0.733
C3 0.043 -0.644 -0.165
C4 1.551 -1.024 -0.398
N3 2.018 -0.622 -1.706
C5 3.279 -1.331 -2.038
H1 -0.450 0.885 3.764
H2 -0.621 -0.819 4.071
H3 0.251 -0.193 2.806
H4 -2.102 -1.040 2.214
H5 -2.569 0.470 2.980
H6 -2.090 0.278 0.348
H7 -1.531 1.782 1.224
H8 0.518 1.298 0.402
H9 -0.589 -1.440 0.189
H10 -0.441 -0.290 -1.100
H11 2.061 -0.560 0.448
H12 1.584 -2.090 -0.158
H13 2.283 0.345 -1.571
H14 4.107 -1.057 -1.395
H15 3.456 -1.158 -3.103
H16 3.074 -2.399 -2.156
H17 2.494 2.670 -0.712
H18 2.990 2.603 0.683
O1 2.788 2.014 -0.057
H19 -1.095 -4.525 -0.458
H20 -0.721 -3.155 -0.931
O2 -0.913 -3.642 -0.104
H21 -0.042 3.044 4.138
H22 0.070 3.207 2.591
O3 -0.102 2.555 3.309
H23 0.470 2.351 -1.583
H24 0.284 3.858 -1.857
O4 0.728 3.240 -1.265
H25 0.521 3.929 0.438
H26 0.913 5.037 1.409
O5 0.269 4.325 1.296
H27 -3.419 -0.293 -3.039
H28 -2.398 -0.616 -1.850
O6 -2.505 -0.376 -2.762
H29 0.562 -2.129 -2.457
H30 -0.816 -1.673 -3.149
O7 -0.369 -2.328 -2.592
H31 -0.342 1.443 -3.621
H32 0.600 0.380 -2.833
O8 -0.034 1.110 -2.774
H33 -4.217 -2.051 -0.387
H34 -2.730 -2.373 0.166
O9 -3.370 -1.708 -0.101
H35 0.200 -3.235 2.692
H36 -0.011 -2.708 1.274
O10 0.173 -2.416 2.184

Properties
- Spin multiplicity: 2
- Total charge: +2
- Total energy: -1128.1560 a.u.
- <S²>: 0.75


No. 3
Computed, not measured: a single C6H11N molecule in a non-equilibrium geometry, with ωB97M-V with the def2-TZVPD basis set.

Atoms and positions in Å:
C1 -2.536 -0.123 -0.958
C2 -1.321 0.193 -0.088
C3 0.064 -0.300 -0.546
C4 1.089 -0.255 0.626
C5 2.573 -0.108 0.251
C6 0.755 0.836 1.560
N1 0.483 1.700 2.279
H1 -3.440 0.148 -0.400
H2 -2.550 0.451 -1.891
H3 -2.615 -1.187 -1.208
H4 -1.264 1.279 0.045
H5 -1.509 -0.214 0.914
H6 0.008 -1.336 -0.904
H7 0.432 0.302 -1.388
H8 0.977 -1.186 1.198
H9 2.915 -0.930 -0.385
H10 2.758 0.838 -0.267
H11 3.181 -0.109 1.163

Properties
- Total energy: -289.9628 a.u.
- Structure (SMILES): CCC[C@@H](C)C#N


No. 4
Computed, not measured: C20H23B2F4N5O12SeW as an isolated structure in a non-equilibrium geometry, with ωB97M-V with the def2-TZVPD basis set.

Atoms and positions in Å:
W1 0.576 0.242 0.253
C1 -3.573 -1.266 -2.500
C2 -2.591 -0.317 -1.897
N1 -2.781 0.405 -0.858
O1 -3.978 0.239 -0.251
B1 -3.902 0.357 1.204
F1 -5.087 0.612 1.755
F2 -3.207 -0.710 1.754
O2 -3.031 1.691 1.611
N2 -1.879 1.948 1.123
C3 -1.479 3.159 0.884
C4 -2.381 4.288 1.252
C5 -0.289 3.399 0.063
N3 0.273 2.401 -0.525
O3 1.133 2.813 -1.513
B2 1.478 1.867 -2.464
F3 2.477 2.154 -3.251
F4 2.187 0.879 -0.444
O4 0.834 0.670 -2.672
N4 -0.260 0.351 -1.848
C6 -1.279 -0.080 -2.531
C7 -1.207 -0.332 -3.996
C8 0.109 4.799 -0.250
H1 -4.464 -1.300 -1.881
H2 -3.146 -2.267 -2.567
H3 -3.866 -0.950 -3.502
H4 -3.373 3.923 1.492
H5 -2.441 5.013 0.444
H6 -1.975 4.792 2.135
H7 -0.233 -0.158 -4.430
H8 -1.959 0.276 -4.504
H9 -1.502 -1.373 -4.148
H10 -0.259 5.488 0.502
H11 -0.283 5.095 -1.227
H12 1.195 4.859 -0.308
C9 2.616 -2.769 -2.201
C10 2.402 -1.859 -1.046
O5 1.248 -1.331 -0.970
C11 3.419 -1.610 -0.071
C12 4.766 -1.960 -0.278
C13 5.688 -1.755 0.722
C14 5.277 -1.234 1.948
C15 3.952 -0.901 2.198
C16 3.039 -1.076 1.178
O6 1.719 -0.837 1.382
H13 1.668 -2.972 -2.691
H14 3.096 -3.695 -1.892
H15 3.285 -2.273 -2.912
H16 5.080 -2.366 -1.230
H17 6.728 -2.003 0.562
H18 6.007 -1.088 2.734
H19 3.633 -0.524 3.158
O7 -1.199 -2.660 -0.927
C17 -1.228 -2.520 0.256
C18 -1.862 -3.387 1.313
C19 -1.502 -2.727 2.636
C20 -0.772 -1.494 2.212
O8 -0.351 -0.695 3.126
N5 -0.604 -1.386 0.908
H20 -1.483 -4.403 1.204
H21 -2.936 -3.409 1.129
H22 -0.835 -3.319 3.266
H23 -2.359 -2.431 3.237
O9 1.741 0.525 4.279
Se1 0.554 0.966 3.358
O10 -0.643 1.910 3.737
O11 -1.109 0.869 0.964
O12 1.129 1.447 1.802

Properties
- Total charge: +2
- Total energy: -4869.7768 a.u.


No. 5
Computed, not measured: ClCu as an isolated structure close to a stationary point, with ωB97M-V with the def2-TZVPD basis set.

Atoms and positions in Å:
Cu1 -1.271 1.705 0.088
Cl1 1.271 -1.705 -0.088

Properties
- Spin multiplicity: 2
- Total charge: +1
- Total energy: -2100.2444 a.u.
- <S²>: 0.75


No. 6
Computed, not measured: C7H23HfNO9S as an isolated structure in a non-equilibrium geometry, with ωB97M-V with the def2-TZVPD basis set.

Atoms and positions in Å:
Hf1 -1.691 -0.307 -2.356
S1 1.198 1.504 -3.608
O1 0.869 0.960 -4.927
O2 0.216 0.860 -2.710
O3 2.528 1.051 -3.228
O4 1.062 2.961 -3.598
C1 -3.141 -4.716 -1.323
C2 -2.222 -3.579 -0.914
C3 -0.923 -4.166 -0.324
O5 -2.103 -2.650 -1.954
H1 -2.909 -5.486 -0.581
H2 -2.994 -5.316 -2.223
H3 -4.224 -4.606 -1.262
H4 -2.776 -3.092 -0.104
H5 -0.316 -4.489 -1.171
H6 -1.090 -4.973 0.388
H7 -0.362 -3.452 0.281
O6 -0.601 -0.373 -0.430
H8 -0.135 -0.907 0.223
C4 0.042 4.243 1.866
C5 0.413 2.777 1.568
C6 1.423 1.979 2.451
O7 1.896 0.831 1.787
C7 3.027 0.228 2.424
N1 -0.832 2.008 1.559
H9 0.855 4.749 2.393
H10 -0.771 4.387 2.578
H11 -0.118 4.708 0.897
H12 0.738 2.764 0.525
H13 0.987 1.657 3.401
H14 2.288 2.634 2.594
H15 3.911 0.216 1.788
H16 2.807 -0.840 2.508
H17 3.192 0.565 3.447
H18 -1.215 1.975 2.495
H19 -0.712 1.055 1.236
O8 -1.686 1.852 -1.341
H20 -1.137 1.859 -0.533
H21 -1.591 2.738 -1.714
O9 2.345 -0.736 -0.577
H22 2.203 -0.329 -1.444
H23 1.551 -0.543 -0.086

Properties
- Total energy: -1458.4485 a.u.


No. 7
Computed, not measured: C35H31Br2IrN4O3P2SSbSe4 as an isolated structure in a non-equilibrium geometry, with ωB97M-V with the def2-TZVPD basis set.

Atoms and positions in Å:
Ir1 -0.903 -0.892 -1.985
Br1 1.776 -4.229 0.453
C1 -0.114 -4.319 0.417
C2 -0.814 -5.301 1.096
C3 -2.196 -5.316 1.092
Br2 -3.074 -6.704 2.026
C4 -2.933 -4.298 0.426
C5 -4.336 -4.194 0.412
C6 -4.930 -3.130 -0.225
C7 -4.126 -2.195 -0.889
N1 -2.821 -2.300 -0.925
C8 -2.210 -3.303 -0.278
C9 -0.771 -3.328 -0.343
O1 -0.112 -2.507 -1.052
H1 -0.267 -6.065 1.626
H2 -4.929 -4.954 0.899
H3 -6.002 -3.018 -0.225
H4 -4.562 -1.353 -1.414
N2 1.025 -0.875 -3.793
N3 1.156 0.433 -4.249
C10 0.259 1.389 -3.993
N4 0.488 2.608 -4.465
S1 -1.197 1.152 -3.129
H5 1.749 -1.129 -3.120
H6 1.028 -1.541 -4.565
H7 1.997 0.698 -4.761
H8 1.289 2.815 -5.042
H9 -0.231 3.311 -4.388
O2 -1.535 -0.202 0.175
P1 -0.836 0.411 1.341
C11 0.914 -0.145 1.445
P2 1.805 0.449 -0.051
O3 0.968 0.331 -1.282
C12 2.294 2.175 0.170
C13 1.850 3.132 -0.733
C14 2.274 4.443 -0.615
C15 3.144 4.797 0.403
C16 3.597 3.839 1.298
C17 3.179 2.526 1.181
C18 3.304 -0.568 -0.158
C19 3.864 -0.779 -1.414
C20 4.994 -1.561 -1.559
C21 5.592 -2.120 -0.440
C22 5.061 -1.882 0.819
C23 3.917 -1.117 0.961
C24 -1.572 -0.071 2.932
C25 -1.021 -1.028 3.778
C26 -1.608 -1.279 5.007
C27 -2.745 -0.585 5.391
C28 -3.314 0.346 4.535
C29 -2.731 0.601 3.308
C30 -0.786 2.213 1.259
C31 -0.117 2.948 2.234
C32 -0.077 4.325 2.138
C33 -0.730 4.969 1.098
C34 -1.433 4.239 0.154
C35 -1.449 2.858 0.224
H10 0.923 -1.241 1.436
H11 1.373 0.223 2.361
H12 1.170 2.840 -1.521
H13 1.934 5.183 -1.324
H14 3.481 5.820 0.488
H15 4.288 4.112 2.080
H16 3.549 1.774 1.861
H17 3.411 -0.300 -2.273
H18 5.412 -1.732 -2.541
H19 6.473 -2.732 -0.547
H20 5.537 -2.298 1.694
H21 3.511 -0.956 1.948
H22 -0.130 -1.573 3.499
H23 -1.174 -2.013 5.669
H24 -3.186 -0.770 6.358
H25 -4.208 0.875 4.829
H26 -3.161 1.335 2.638
H27 0.338 2.450 3.079
H28 0.453 4.897 2.885
H29 -0.713 6.046 1.042
H30 -1.991 4.738 -0.624
H31 -1.991 2.268 -0.504
Se1 -4.677 -2.308 -6.209
Sb1 -3.239 -0.549 -5.145
Se2 -4.855 0.857 -3.901
Se3 -1.779 0.506 -6.820
Se4 -1.788 -2.169 -3.664

Properties
- Spin multiplicity: 6
- Total charge: +2
- Total energy: -17975.8853 a.u.
- <S²>: 8.80


No. 8
Computed, not measured: an isolated ion of composition C8H20N3S and charge +1 in a non-equilibrium geometry, with ωB97M-V with the def2-TZVPD basis set.

Atoms and positions in Å:
C1 -1.437 0.902 3.634
N1 -1.759 -0.133 2.660
C2 -1.101 -0.053 1.393
C3 0.492 -0.206 1.531
N2 1.039 -0.702 0.170
C4 2.345 -1.332 0.468
C5 0.776 0.044 -1.157
C6 1.749 -0.403 -2.210
C7 -0.646 -0.407 -1.608
S1 -1.074 -2.007 -1.368
N3 -1.490 0.306 -2.288
C8 -1.144 1.635 -2.900
H1 -0.557 0.755 4.360
H2 -1.153 1.829 3.109
H3 -2.258 1.086 4.393
H4 -2.736 -0.410 2.619
H5 -1.282 0.891 0.973
H6 -1.325 -0.859 0.778
H7 0.964 0.685 1.908
H8 0.634 -1.094 2.287
H9 0.400 -1.589 -0.103
H10 2.411 -1.521 1.504
H11 2.483 -2.230 0.006
H12 3.303 -0.709 0.221
H13 0.796 1.171 -1.017
H14 1.360 -1.238 -2.826
H15 2.832 -0.594 -1.882
H16 1.985 0.372 -2.963
H17 -2.493 -0.097 -2.438
H18 -1.234 2.546 -2.220
H19 -0.083 1.537 -3.319
H20 -1.799 1.825 -3.717

Properties
- Total charge: +1
- Total energy: -878.9448 a.u.
- Structure (SMILES): CNCC[N@H+](C)[C@@H](C)C(=S)NC


No. 9
Computed, not measured: a 2-piece molecular cluster, C2H8O2 overall in a non-equilibrium geometry, with ωB97M-V with the def2-TZVPD basis set.

Atoms and positions in Å:
C1 -0.233 1.449 1.623
O1 -0.692 1.089 0.314
H1 -0.671 2.397 1.850
H2 -0.971 1.058 2.381
H3 0.916 1.388 1.879
H4 -0.407 0.102 0.209
C2 0.793 -1.165 -1.625
O2 0.152 -1.282 -0.316
H5 1.420 -0.348 -1.420
H6 1.467 -1.908 -1.991
H7 0.001 -1.046 -2.384
H8 -0.794 -1.802 -0.499

Properties
- Total energy: -231.3886 a.u.
- Structure (SMILES): CO.CO


No. 10
Computed, not measured: C5H5NO as an isolated structure in a non-equilibrium geometry, with ωB97M-V with the def2-TZVPD basis set.

Atoms and positions in Å:
O1 1.965 -0.163 -0.713
C1 1.007 0.670 -0.757
C2 0.127 0.603 0.506
C3 -1.265 0.039 0.569
C4 -0.087 -0.894 0.580
C5 0.263 -1.086 -0.842
N1 -0.101 -0.608 -1.868
H1 0.991 1.548 -1.426
H2 0.536 1.173 1.334
H3 -1.886 0.061 -0.320
H4 -1.784 0.155 1.516
H5 0.233 -1.499 1.420

Properties
- Total energy: -323.3293 a.u.